Density functional theory data (ωB97M-V with the def2-TZVPD basis set) for C31H38CoN10O3 as an isolated structure.

Kohn-Sham gap (spin up / spin down), eV: 6.495 / 6.498
Net charge: +1
HOMO (spin up / spin down), eV: -9.48 / -9.48

Element x y z (Å)
Co  -0.03  0.41  -0.09
C  1.27  0.06  -4.23
C  1.37  0.15  -2.72
O  0.29  0.39  -2.10
C  2.61  -0.02  -2.14
C  2.91  0.04  -0.77
C  4.33  -0.13  -0.32
N  1.99  0.24  0.14
N  2.37  0.25  1.44
C  1.38  0.54  2.24
O  0.25  0.94  1.81
C  1.60  0.39  3.70
C  0.47  0.30  4.51
C  0.62  0.17  5.88
C  1.89  0.14  6.44
C  3.01  0.23  5.63
C  2.87  0.34  4.26
H  0.22  0.02  -4.52
H  1.79  -0.81  -4.61
H  1.72  0.94  -4.69
H  3.45  -0.20  -2.81
H  4.99  -0.31  -1.16
H  4.40  -0.97  0.38
H  4.65  0.76  0.22
H  -0.50  0.31  4.04
H  -0.26  0.10  6.51
H  2.00  0.04  7.52
H  3.99  0.22  6.08
H  3.74  0.40  3.61
N  -0.36  4.65  0.47
C  -0.68  3.34  0.46
N  0.08  2.64  -0.34
C  0.99  3.54  -0.90
C  2.03  3.37  -1.80
C  2.76  4.48  -2.16
C  2.46  5.76  -1.66
C  1.43  5.95  -0.77
C  0.71  4.82  -0.39
H  -0.80  5.37  1.02
H  -1.47  2.92  1.06
H  2.29  2.40  -2.19
H  3.58  4.37  -2.85
H  3.06  6.60  -1.98
H  1.19  6.93  -0.37
C  -4.71  -1.00  1.96
N  -4.14  -0.18  0.90
C  -4.90  0.44  -0.03
C  -4.35  1.13  -1.06
C  -2.93  1.16  -1.14
N  -2.18  0.59  -0.21
C  -2.74  -0.09  0.85
O  -2.08  -0.62  1.72
N  -2.31  1.76  -2.16
H  -5.79  -0.95  1.91
H  -4.36  -0.64  2.92
H  -4.38  -2.03  1.83
H  -5.97  0.34  0.09
H  -4.97  1.62  -1.79
H  -2.82  2.16  -2.92
H  -1.30  1.72  -2.18
C  -2.09  -3.96  -2.93
C  -1.60  -2.57  -3.26
N  -1.35  -1.86  -2.01
C  -0.69  -2.45  -0.96
N  -0.13  -1.69  -0.07
C  0.49  -2.28  1.11
C  -0.11  -3.63  1.45
C  -0.08  -4.50  0.21
N  -0.75  -3.81  -0.89
C  -1.04  -4.63  -2.06
H  -2.24  -4.54  -3.84
H  -3.03  -3.91  -2.39
H  -2.34  -2.00  -3.82
H  -0.69  -2.64  -3.87
H  -1.13  -0.88  -2.10
H  0.34  -1.60  1.94
H  1.57  -2.37  0.93
H  -1.14  -3.50  1.77
H  0.46  -4.10  2.25
H  -0.61  -5.44  0.38
H  0.95  -4.75  -0.07
H  -1.39  -5.59  -1.70
H  -0.12  -4.80  -2.64

=====

Density functional theory data (ωB97M-V with the def2-TZVPD basis set) for C31H39BaBrN7O2 as an isolated structure.

Kohn-Sham gap, eV: 6.888
Net charge: +1
HOMO, eV: -9.34

Element x y z (Å)
Ba  0.51  -0.53  -1.49
C  -1.91  -2.93  -2.10
N  -0.64  -2.61  -2.74
C  -0.79  -2.20  -4.13
C  0.27  -1.24  -4.55
N  0.69  -0.22  -3.86
C  1.61  0.43  -4.65
C  2.35  1.58  -4.39
C  3.17  2.04  -5.40
C  3.27  1.37  -6.62
C  2.55  0.22  -6.89
C  1.71  -0.23  -5.88
N  0.85  -1.31  -5.78
C  -2.65  -1.65  -1.87
N  -2.05  -0.50  -1.70
C  -3.04  0.45  -1.63
C  -2.97  1.84  -1.52
C  -4.16  2.53  -1.51
C  -5.40  1.89  -1.60
C  -5.49  0.52  -1.74
C  -4.29  -0.19  -1.75
N  -4.00  -1.53  -1.91
H  -1.70  -3.41  -1.14
H  -2.54  -3.62  -2.69
H  -0.01  -3.40  -2.68
H  -1.75  -1.68  -4.23
H  -0.80  -3.05  -4.82
H  2.26  2.09  -3.44
H  3.76  2.93  -5.24
H  3.92  1.77  -7.39
H  2.64  -0.30  -7.83
H  0.65  -1.98  -6.50
H  -2.03  2.34  -1.45
H  -4.14  3.61  -1.44
H  -6.30  2.48  -1.59
H  -6.44  0.02  -1.83
H  -4.66  -2.28  -2.02
C  -0.18  2.56  6.30
C  -0.53  3.12  4.91
C  -2.06  3.20  4.81
C  0.09  4.51  4.79
C  -0.04  2.23  3.78
C  -0.03  2.68  2.46
C  0.35  1.81  1.47
Br  0.49  2.42  -0.37
C  0.70  0.46  1.64
O  0.89  -0.27  0.57
C  0.79  0.05  2.99
C  0.41  0.93  3.99
C  1.38  -1.29  3.44
C  0.42  -2.02  4.39
C  1.69  -2.23  2.27
C  2.71  -1.00  4.16
H  -0.52  3.26  7.05
H  0.90  2.45  6.41
H  -0.67  1.61  6.49
H  -2.46  3.79  5.63
H  -2.50  2.20  4.86
H  -2.37  3.66  3.87
H  -0.19  5.12  5.65
H  -0.25  5.03  3.90
H  1.17  4.44  4.76
H  -0.31  3.69  2.21
H  0.48  0.58  5.01
H  -0.55  -2.15  3.93
H  0.29  -1.49  5.32
H  0.83  -3.00  4.63
H  0.78  -2.46  1.72
H  2.13  -3.15  2.65
H  2.39  -1.72  1.62
H  2.55  -0.39  5.05
H  3.38  -0.46  3.50
H  3.18  -1.93  4.46
N  2.81  -4.18  -2.62
C  2.55  -3.25  -1.65
N  2.75  -3.64  -0.38
O  2.07  -2.16  -1.94
H  3.34  -5.01  -2.40
H  2.89  -3.84  -3.56
H  3.26  -4.47  -0.14
H  2.56  -2.96  0.35

=====

Density functional theory data (ωB97M-V with the def2-TZVPD basis set) for C31H39BrF6N11O6PrS2 as an isolated structure.

Multiplicity: 3
Kohn-Sham gap (spin up / spin down), eV: 6.923 / 7.965
Net charge: +2
Expectation value of S²: 2.001
HOMO (spin up / spin down), eV: -12.40 / -12.40

Element x y z (Å)
Pr  0.94  -0.09  0.72
C  0.29  2.39  3.44
O  -0.34  1.34  2.69
C  -1.70  1.19  2.93
C  -2.42  1.87  3.91
C  -3.80  1.71  3.97
Br  -4.77  2.67  5.28
C  -4.48  0.92  3.06
C  -3.76  0.26  2.05
C  -2.37  0.38  2.01
O  -1.60  -0.26  1.02
C  -4.52  -0.46  1.05
N  -5.70  -0.98  1.24
C  -6.09  -1.50  0.03
C  -7.26  -2.16  -0.32
C  -7.37  -2.59  -1.63
C  -6.36  -2.36  -2.57
C  -5.20  -1.69  -2.24
C  -5.08  -1.27  -0.93
N  -4.07  -0.62  -0.25
H  0.34  2.13  4.50
H  -0.26  3.32  3.31
H  1.30  2.48  3.04
H  -1.94  2.50  4.63
H  -5.55  0.81  3.08
H  -2.03  -1.11  0.85
H  -8.05  -2.32  0.39
H  -8.27  -3.10  -1.95
H  -6.49  -2.71  -3.58
H  -4.43  -1.48  -2.97
H  -3.31  -0.11  -0.67
F  4.67  -0.99  4.06
C  3.74  -0.18  4.55
F  4.14  1.07  4.33
F  3.60  -0.37  5.84
S  2.16  -0.53  3.61
O  2.32  0.24  2.37
O  1.02  -0.16  4.36
N  2.29  -2.06  3.33
S  0.93  -2.72  2.87
O  -0.13  -2.82  3.79
O  0.57  -2.11  1.59
C  1.57  -4.44  2.42
F  2.04  -4.35  1.16
F  0.63  -5.36  2.43
F  2.56  -4.80  3.20
C  5.29  0.79  -3.17
N  5.25  0.09  -1.90
C  6.47  -0.66  -1.60
C  6.15  -1.33  -0.28
N  4.70  -1.32  -0.30
C  4.01  -1.84  0.85
C  4.22  -0.32  -1.10
N  2.97  0.08  -1.02
C  2.50  1.01  -2.06
C  1.00  0.84  -2.32
N  0.17  1.54  -1.33
C  -0.49  2.60  -1.75
N  -1.27  3.32  -0.90
C  -1.39  3.16  0.51
C  -2.08  4.33  -1.55
C  -1.55  4.29  -2.98
N  -0.64  3.15  -3.00
C  0.18  3.08  -4.19
H  6.34  0.94  -3.42
H  4.82  1.77  -3.11
H  4.84  0.20  -3.98
H  7.31  0.02  -1.55
H  6.66  -1.40  -2.39
H  6.53  -0.76  0.57
H  6.52  -2.35  -0.21
H  4.47  -2.79  1.12
H  2.96  -2.01  0.60
H  4.10  -1.18  1.71
H  2.99  0.80  -3.00
H  2.71  2.05  -1.75
H  0.79  -0.23  -2.29
H  0.79  1.18  -3.33
H  -0.57  2.50  0.83
H  -2.36  2.72  0.78
H  -1.30  4.13  1.00
H  -1.93  5.31  -1.08
H  -3.14  4.08  -1.50
H  -1.00  5.20  -3.24
H  -2.34  4.14  -3.72
H  -0.08  3.94  -4.81
H  -0.03  2.19  -4.78
H  1.24  3.16  -3.96
N  0.66  -3.14  -1.30
C  -0.20  -3.83  -2.06
C  -1.25  -2.98  -2.34
C  -0.94  -1.79  -1.69
N  0.24  -1.89  -1.05
H  1.54  -3.48  -0.92
H  -0.02  -4.84  -2.36
H  -2.12  -3.19  -2.94
H  -1.46  -0.85  -1.71

=====

Density functional theory data (ωB97M-V with the def2-TZVPD basis set) for C31H39N11OSSr as an isolated structure.

Kohn-Sham gap, eV: 8.302
Net charge: +2
ΔE to the lowest compared entry with this formula, charge and spin, kJ/mol: 199.1
HOMO, eV: -13.31

Element x y z (Å)
Sr  0.69  0.25  -0.06
C  3.58  0.88  -1.08
C  3.44  2.11  -0.11
C  3.41  1.67  1.36
C  4.45  1.98  2.22
C  4.37  1.56  3.54
C  3.27  0.83  3.97
C  2.29  0.54  3.03
N  2.35  0.94  1.76
N  2.32  0.51  -1.80
C  2.37  -0.93  -2.28
C  2.58  -1.98  -1.15
C  3.65  -2.85  -1.20
C  3.78  -3.81  -0.20
C  2.86  -3.86  0.82
C  1.81  -2.95  0.82
N  1.68  -2.03  -0.14
C  1.95  1.45  -2.88
C  1.10  2.65  -2.43
C  1.30  3.89  -3.00
C  0.45  4.93  -2.65
C  -0.57  4.69  -1.75
C  -0.69  3.42  -1.22
N  0.12  2.41  -1.54
H  3.90  0.03  -0.49
H  4.37  1.05  -1.83
H  2.54  2.69  -0.31
H  4.28  2.78  -0.26
H  5.29  2.55  1.87
H  5.17  1.80  4.24
H  3.17  0.50  4.99
H  1.41  -0.03  3.31
H  3.15  -1.05  -3.03
H  1.41  -1.16  -2.75
H  4.36  -2.80  -2.01
H  4.61  -4.50  -0.22
H  2.93  -4.59  1.61
H  1.05  -2.94  1.60
H  1.35  0.90  -3.61
H  2.84  1.79  -3.40
H  2.12  4.04  -3.70
H  0.60  5.92  -3.07
H  -1.25  5.48  -1.45
H  -1.46  3.20  -0.49
N  -5.60  -2.59  -3.17
C  -4.50  -1.70  -2.60
C  -3.28  -1.79  -3.49
C  -2.14  -0.89  -2.99
N  -1.40  -1.41  -1.83
C  -2.65  0.52  -2.69
C  -3.92  0.56  -1.82
N  -3.64  0.02  -0.49
C  -5.01  -0.28  -2.47
H  -5.29  -3.56  -3.27
H  -5.89  -2.26  -4.10
H  -6.44  -2.58  -2.58
H  -4.30  -2.11  -1.61
H  -3.55  -1.46  -4.50
H  -2.93  -2.82  -3.58
H  -1.43  -0.83  -3.82
H  -1.11  -2.37  -1.97
H  -2.01  -1.37  -1.01
H  -2.87  1.02  -3.64
H  -1.86  1.10  -2.21
H  -4.27  1.60  -1.79
H  -4.44  0.15  0.12
H  -2.86  0.50  -0.03
H  -5.23  0.12  -3.47
H  -5.93  -0.24  -1.88
O  -1.20  0.88  0.95
N  -1.64  1.15  2.15
C  -1.08  2.16  2.75
C  -0.07  2.96  2.10
N  0.73  3.60  1.57
C  -1.49  2.44  4.10
N  -1.79  2.66  5.19
S  -2.07  -1.94  4.89
C  -2.97  -1.93  3.45
C  -2.12  -1.85  2.39
N  -0.78  -1.81  2.69
C  -0.64  -1.86  3.99
H  -4.04  -1.96  3.45
H  -2.45  -1.79  1.36
H  0.33  -1.87  4.48

=====

Density functional theory data (ωB97M-V with the def2-TZVPD basis set) for C31H40AsCsN4O4Si as an isolated structure.

Kohn-Sham gap, eV: 5.598
Net charge: -2
HOMO, eV: -1.61

Element x y z (Å)
Cs  -1.19  -0.26  0.04
N  0.18  -0.04  3.48
N  1.55  0.00  3.12
C  2.02  -0.79  2.01
O  3.17  -0.52  1.64
O  1.22  -1.66  1.57
H  -0.42  0.48  2.85
H  0.11  0.39  4.39
H  1.95  0.93  3.05
C  0.01  -0.66  -5.03
C  0.07  0.77  -4.53
C  0.16  1.82  -5.44
C  0.23  3.11  -4.90
C  0.21  3.29  -3.54
C  0.13  2.17  -2.65
N  0.06  0.91  -3.21
N  0.15  2.27  -1.34
Si  0.13  3.55  -0.25
C  1.83  4.42  -0.12
C  -1.13  4.95  -0.57
C  -0.28  2.86  1.46
H  -0.44  -0.71  -6.02
H  -0.56  -1.27  -4.33
H  1.02  -1.08  -5.09
H  0.16  1.64  -6.50
H  0.30  3.97  -5.56
H  0.27  4.28  -3.12
H  2.05  4.98  -1.03
H  2.61  3.68  0.02
H  1.86  5.12  0.72
H  -0.90  5.52  -1.47
H  -1.14  5.65  0.28
H  -2.14  4.54  -0.68
H  0.44  2.08  1.71
H  -1.29  2.44  1.46
H  -0.23  3.63  2.24
C  -4.62  -0.30  -1.52
C  -3.80  0.93  -1.06
C  -4.49  2.23  -1.52
O  -3.60  0.91  0.28
H  -4.67  -0.39  -2.61
H  -5.64  -0.19  -1.13
H  -4.20  -1.22  -1.10
H  -2.86  0.89  -1.70
H  -5.51  2.28  -1.12
H  -4.52  2.32  -2.61
H  -3.93  3.07  -1.10
O  -0.40  -2.85  -0.53
As  1.12  -3.40  -0.35
C  1.46  -4.43  1.25
C  0.58  -4.32  2.31
C  0.76  -5.11  3.44
C  1.83  -5.99  3.51
C  2.72  -6.09  2.45
C  2.53  -5.32  1.31
C  2.48  -2.22  -1.02
C  3.81  -2.32  -0.62
C  4.76  -1.49  -1.20
C  4.38  -0.55  -2.15
C  3.05  -0.44  -2.52
C  2.10  -1.29  -1.97
C  1.20  -4.88  -1.64
C  2.18  -4.99  -2.62
C  2.16  -6.04  -3.53
C  1.16  -7.00  -3.46
C  0.17  -6.89  -2.49
C  0.20  -5.84  -1.58
H  -0.22  -3.60  2.25
H  0.07  -5.02  4.27
H  1.98  -6.59  4.40
H  3.56  -6.77  2.50
H  3.20  -5.42  0.47
H  4.09  -2.99  0.18
H  5.79  -1.55  -0.87
H  5.12  0.11  -2.57
H  2.73  0.32  -3.22
H  1.06  -1.15  -2.28
H  2.96  -4.24  -2.69
H  2.92  -6.11  -4.29
H  1.13  -7.82  -4.17
H  -0.62  -7.63  -2.44
H  -0.58  -5.74  -0.84

=====

Question: Number 4 is which compound?
Answer: C31H39N11OSSr